This record from the OMol25 dataset describes C45H38KN14O2S3 as an isolated structure. The level of theory is wB97M-V/def2-TZVPD.

Its largest force on an atom is 4.3 eV/Å. Its energy relative to the best compared isomer or geometry (same formula, charge and spin) is 1.362 eV. The value obtained for the HOMO energy is -5.2250 eV. The multiplicity is 1. The calculation puts the orbital gap at 6.279 eV. Its LUMO energy is 1.1 eV. Its charge is -1. The value obtained for the electronic energy is -121071.199 eV.

XYZ file:
```
103
Properties=species:S:1:pos:R:3:forces:R:3:mulliken_charge:R:1
K -0.2290 -1.3770 -0.5225 0.06 0.41 0.06 0.9400
S 1.7842 5.0052 -3.6811 -0.72 0.23 -1.04 -0.0886
S -7.5193 -0.5852 1.9159 1.18 -0.51 -0.01 -0.1542
S 7.3811 -3.9538 -3.3028 0.06 0.16 -0.23 0.0962
O -1.6296 0.0375 5.0517 0.23 0.52 0.39 -0.6954
O -0.2202 -2.7178 1.6501 1.38 0.42 -3.00 -0.5347
N 1.5411 2.8887 0.7215 -0.16 0.15 -0.01 0.1516
N 3.7490 1.7234 2.0175 1.48 -0.75 -2.45 0.0191
N -2.1177 -2.6426 -5.0404 0.04 0.61 -0.36 -0.7404
N -2.7085 0.4889 0.1791 -0.16 -0.30 -0.53 0.1004
N -1.8030 -2.2455 5.3118 0.58 1.11 0.21 0.2083
N 6.5585 -4.4735 -2.0109 -1.13 1.24 -0.24 -0.6418
N -1.5276 -1.6001 -2.8928 -0.06 -0.31 -0.88 -0.6860
N 1.9414 -1.4774 -2.3837 -0.02 0.21 -0.78 0.0969
N 2.5188 -2.7043 0.0926 0.21 -1.21 -0.79 0.0442
N -1.0506 -1.2748 3.2267 0.15 1.00 1.13 -0.3256
N -0.9728 1.9875 -1.3761 0.11 0.15 -0.88 0.1214
N 0.8471 0.5611 2.1718 -0.41 -0.73 0.81 1.1467
N -2.3381 -5.0869 -5.3094 0.18 1.59 0.56 -0.6397
N 6.4268 -2.7377 -3.8433 -0.06 -0.66 0.80 -0.6628
C -5.4744 0.6650 -0.2667 1.93 0.14 -0.57 -1.1500
C -4.5620 1.3337 -1.1322 -0.04 -0.94 0.39 0.7492
C -2.2178 -3.9366 -5.0860 -0.37 -2.93 -1.18 0.5340
C -5.8347 -0.9448 1.5814 0.29 -1.24 1.71 0.1946
C -3.1686 1.2479 -0.8453 -1.71 -0.52 0.37 -0.5247
C 2.7822 3.6305 0.7496 0.34 1.42 -0.82 -0.5799
C -2.8267 2.8178 -2.7306 1.92 -1.35 1.64 0.8787
C 4.5310 -3.6963 -0.8830 -2.72 0.36 1.95 0.3631
C -6.4046 -2.4911 3.3014 -0.57 0.17 0.29 -0.6182
C 3.9618 -1.1136 -4.2698 -0.15 0.18 0.14 -0.4992
C 1.9415 5.8143 -5.2157 0.33 0.61 0.55 -0.3830
C 3.3524 -2.8413 -0.9438 1.70 -0.35 0.34 -0.1887
C 1.7060 -0.8088 -3.5353 1.46 -0.05 0.50 -0.3668
C -1.4428 -1.0474 4.5574 -0.56 -2.42 -2.13 0.1033
C 3.9707 3.0862 1.5749 -2.14 -0.57 2.93 -0.8099
C 2.7038 -3.5576 1.1056 -0.29 0.66 -0.33 -0.0948
C 5.4569 -3.6844 -1.9280 2.62 0.13 -2.15 0.7256
C 0.2960 4.2268 -4.2270 1.29 0.18 0.42 0.0725
C 4.7247 -4.4691 0.2783 -0.27 0.64 -0.46 -0.6744
C -5.3977 -2.0023 2.4137 -0.40 0.87 -0.77 -0.3488
C -0.5553 3.5370 -3.2368 -2.13 -0.70 -1.16 0.1657
C 3.1377 -2.0472 -2.1646 0.53 0.53 -1.51 -0.4215
C 4.1904 -1.9272 -3.1438 -1.32 0.68 0.20 0.6288
C 0.0936 4.4844 -5.5692 -0.42 0.61 1.18 -0.5235
C -2.1592 -2.0369 6.7082 -0.50 0.78 -0.66 -1.1292
C -4.9755 -0.1238 0.7177 -0.09 -1.06 0.55 1.3104
C 0.9200 5.5443 -6.0653 0.48 -1.16 0.20 -0.5151
C -3.5692 -0.2273 0.8634 1.38 0.26 0.63 0.0547
C -1.9405 3.5745 -3.4770 0.92 0.36 -0.16 -1.0118
C 2.7049 -0.5271 -4.4936 0.66 -1.16 0.97 -1.0728
C 5.4048 -2.6977 -2.9994 -0.33 -0.99 0.69 0.5427
C -4.1806 2.7849 -3.0157 -2.38 -1.05 0.10 -0.8387
C -5.0258 1.9584 -2.3163 0.60 1.07 -0.58 -1.0873
C 0.5695 3.0431 1.8083 1.09 1.76 0.52 -1.2411
C 3.1228 1.3329 3.2045 0.39 -0.90 1.83 -1.2493
C 1.9458 0.3259 3.1362 -0.86 1.01 0.39 -0.5091
C -1.7844 -2.1369 -3.9083 0.19 1.12 1.82 0.4792
C -0.1938 2.7239 -2.1503 2.20 0.10 1.06 -0.1308
C -2.2731 1.9446 -1.6852 -0.22 2.27 -1.06 0.3012
C -1.0612 -3.6291 3.5475 -0.43 -2.06 0.63 -0.7178
C 0.0015 1.7707 2.3896 0.54 -1.09 -0.97 0.4886
C -1.5547 -3.4772 4.7947 0.46 -0.42 0.11 -0.1582
C 3.7800 -4.4052 1.2918 0.63 0.16 -1.01 -1.0263
C -0.7083 -2.4802 2.7238 -2.28 -0.81 3.61 0.4258
C -7.5910 -1.8111 3.1133 -0.76 -0.30 0.61 -0.2564
H -0.1968 2.0299 3.4301 -0.44 -0.61 0.24 0.1881
H -0.6487 3.9660 -6.1456 -0.44 0.11 -0.08 0.5287
H -2.7529 -2.8439 7.1235 0.29 -0.37 -0.05 0.3789
H 4.9374 3.1782 1.1048 0.19 0.30 -0.19 0.4761
H -0.9983 -4.6736 3.1397 0.26 1.27 0.36 0.3222
H 1.0087 3.6772 2.6298 -0.05 -0.54 -0.51 0.4084
H -8.5776 -1.9249 3.6173 1.12 -0.11 -0.34 0.3489
H -1.3080 -1.7520 7.3072 0.46 -0.38 0.35 0.3042
H 0.8602 2.7353 -1.7819 -0.71 -0.04 -0.51 0.1649
H 0.7183 -0.4218 -3.6871 -0.53 -0.04 0.17 0.6073
H -0.9101 1.5479 1.8022 0.22 -0.01 0.76 -0.3913
H 2.3407 -0.6927 3.0131 -0.05 0.27 -0.46 0.3669
H 1.8899 -3.5683 1.7797 -0.61 0.23 0.97 0.5354
H 3.8914 3.6481 2.5306 0.90 0.10 -0.41 0.1794
H 2.4919 0.0560 -5.3822 0.01 -0.03 0.17 0.4509
H 1.7589 1.9080 0.6905 0.06 -0.57 -0.09 0.0698
H -4.5931 3.3505 -3.8351 0.15 0.08 -0.33 0.3982
H -3.0357 -0.8585 1.6138 -0.98 0.43 -0.35 -0.7745
H 2.7572 6.5164 -5.4036 -0.33 -0.31 0.25 0.3761
H 4.1836 0.9810 1.4569 -0.47 0.65 0.54 0.1776
H -0.3092 3.6163 1.5016 0.07 0.24 -0.38 0.3238
H 0.8049 6.0233 -7.0213 0.06 -0.13 -0.25 0.4074
H -6.5107 0.6867 -0.4311 -1.27 0.23 -0.38 0.5419
H -6.2619 -3.2663 4.1048 -0.13 0.89 -1.20 0.3139
H -2.3679 4.2110 -4.2482 0.25 -0.02 -0.03 0.5182
H 0.1740 -0.2380 2.4174 0.83 1.30 -0.62 -0.4880
H -6.0256 1.7536 -2.6912 -0.04 0.33 0.37 0.3991
H -1.6896 -4.3288 5.4916 -0.24 0.58 -0.61 0.3632
H 2.5960 4.7189 1.0151 0.10 -1.20 -0.22 0.4813
H 2.9810 2.2211 3.8465 -0.75 -0.13 -0.55 0.3242
H 3.8399 0.7749 3.8601 -0.08 0.10 -0.23 0.4226
H 5.6286 -5.0552 0.2984 0.06 -0.24 0.32 0.5175
H 3.2373 3.6550 -0.2439 -0.67 0.15 -0.60 0.1809
H 3.8705 -4.9468 2.2104 0.01 -0.36 0.22 0.4698
H 4.8309 -0.9773 -4.9237 -0.57 0.01 -0.04 0.4625
H 1.5235 0.3239 4.1571 0.09 -0.01 0.10 0.2016
H -4.3863 -2.4239 2.3759 -0.45 0.35 0.03 0.4376
H -2.7799 -1.1492 6.7290 -0.26 0.15 0.01 0.3600
```
Positions in Å, forces in eV/Å.